ORCA calculation (ωB97M-V/def2-TZVPD) on an isolated molecule of C20H23NO6.

Geometry as XYZ:
```
50
Properties=species:S:1:pos:R:3:mulliken_charge:R:1
C -6.74289 -1.62147 0.49992 -0.67
H -6.38431 -2.17714 1.36911 0.29
H -7.36385 -0.79276 0.84677 0.29
H -7.30808 -2.27114 -0.16333 0.23
O -5.64829 -1.13338 -0.25952 -0.30
C -4.81272 -0.30639 0.38450 0.47
O -4.96163 0.01267 1.54024 -0.62
C -3.69611 0.15941 -0.47079 -0.04
C -2.80371 1.07474 0.07503 -0.13
C -1.72217 1.53911 -0.66695 0.31
C -1.54342 1.07581 -1.97012 -0.47
C -2.43628 0.16452 -2.50678 -0.85
C -3.51265 -0.29985 -1.77243 -0.52
H -4.20558 -1.01128 -2.19096 0.47
H -2.28370 -0.18824 -3.51536 0.40
H -0.70261 1.42658 -2.54453 0.58
N -0.84430 2.42837 -0.05022 -0.02
C 0.36382 2.88627 -0.50078 0.50
O 0.76706 2.74817 -1.63033 -0.64
C 1.16308 3.58626 0.58613 -0.86
H 2.07920 3.95178 0.12305 0.43
H 0.60273 4.43776 0.97807 0.40
C 1.51155 2.60374 1.72016 -1.49
C 2.00950 1.30682 1.13964 0.09
C 3.29162 1.21419 0.64509 -0.73
C 3.76335 0.04398 0.04440 0.15
C 2.91213 -1.05962 -0.06461 1.07
C 1.59385 -0.95335 0.42119 0.59
C 1.15925 0.21296 1.02845 -0.26
H 0.15460 0.27760 1.41414 0.37
O 0.80981 -2.05901 0.25055 -0.46
C -0.54831 -1.98756 0.60640 -0.70
H -0.97357 -2.95030 0.32637 0.31
H -1.06706 -1.19324 0.06151 0.17
H -0.67788 -1.83814 1.68356 0.36
O 3.33024 -2.22746 -0.68098 -0.57
C 3.38773 -3.36928 0.14970 -0.74
H 3.79266 -4.16569 -0.47282 0.27
H 4.05204 -3.20068 1.00608 0.31
H 2.39928 -3.65643 0.51327 0.25
O 5.05008 0.13408 -0.37953 -0.43
C 5.66591 -0.91004 -1.10130 -0.73
H 5.84472 -1.78631 -0.47269 0.25
H 5.07477 -1.20325 -1.96995 0.29
H 6.62324 -0.50158 -1.42638 0.28
H 3.97389 2.04663 0.70766 0.47
H 2.28131 3.05426 2.34873 0.44
H 0.63605 2.41619 2.34551 0.48
H -1.08487 2.65163 0.90579 0.23
H -2.96946 1.41005 1.08937 0.44
```

Its structure (SMILES) is COC(=O)c1cccc(NC(=O)CCc2cc(OC)c(OC)c(OC)c2)c1. The energy above the lowest of the compared OMol25 structures with the same formula, charge and spin is 2.443 eV. Its HOMO-LUMO gap is 8.71 eV. As for the total energy: -34887.95739 eV. Its spin multiplicity is 1. Its net charge is 0.